The following is a DFT calculation (ωB97M-V/def2-TZVPD) of a single C17H17NO2 molecule.

```
37
Properties=species:S:1:pos:R:3:forces:R:3:nbo_charge:R:1
O -1.379506 -1.214904 1.890444 0.058 0.054 0.161 -0.63
C -1.149308 -1.512503 0.733398 -0.122 -0.205 0.166 0.66
N -2.135687 -1.934168 -0.114761 -0.124 -0.253 -0.249 -0.61
H -1.907977 -2.055660 -1.090355 0.141 0.090 0.151 0.39
C -3.515864 -1.642907 0.178966 -0.081 0.160 0.113 -0.27
C -4.074286 -0.573722 -0.796523 -0.158 -0.234 0.106 -0.08
O -3.058613 0.186784 -1.409839 0.155 0.304 -0.095 -0.51
C -2.230439 0.964095 -0.639074 0.127 0.142 -0.074 0.29
C -1.030222 1.336759 -1.242837 -0.186 -0.040 -0.044 -0.27
C -0.112584 2.103525 -0.555355 -0.045 0.018 -0.076 -0.19
C -0.380396 2.511463 0.741104 0.074 0.096 0.126 -0.25
C -1.579995 2.160972 1.332061 0.090 0.052 0.015 -0.19
C -2.508867 1.393202 0.651289 -0.271 -0.133 -0.212 -0.25
H -3.433211 1.128445 1.139453 -0.087 -0.083 0.037 0.21
H -1.799817 2.477472 2.340445 -0.015 0.014 0.092 0.21
H 0.343328 3.098928 1.285294 0.057 0.063 0.056 0.21
H 0.820678 2.371845 -1.028299 0.081 0.018 -0.045 0.22
H -0.837348 1.005849 -2.251918 0.023 -0.061 -0.116 0.22
H -4.574987 -1.058944 -1.639074 -0.006 0.092 0.145 0.19
H -4.803815 0.064833 -0.284209 0.037 -0.061 -0.062 0.18
H -3.530892 -1.289593 1.213081 -0.067 -0.115 -0.157 0.24
H -4.122908 -2.550401 0.106605 -0.031 0.128 0.069 0.20
C 0.188245 -1.444912 0.120581 0.569 0.229 0.244 -0.31
C 1.176022 -0.813381 0.763567 -0.713 -0.385 0.009 -0.10
C 2.517590 -0.550475 0.282083 0.522 0.110 -0.201 -0.11
C 2.902163 -0.767806 -1.042999 -0.051 0.028 0.124 -0.13
C 4.189500 -0.489184 -1.457987 0.027 -0.036 -0.094 -0.23
C 5.121156 0.010270 -0.561602 0.048 0.027 0.051 -0.20
C 4.753995 0.235832 0.755147 0.158 0.041 -0.030 -0.21
C 3.465380 -0.036577 1.170916 -0.208 -0.089 -0.091 -0.17
H 3.180136 0.141374 2.197689 -0.049 0.023 0.100 0.21
H 5.475317 0.628360 1.456980 0.046 0.027 0.055 0.21
H 6.127146 0.226296 -0.889672 0.075 0.020 -0.023 0.21
H 4.470737 -0.659465 -2.487205 0.011 -0.013 -0.073 0.21
H 2.184520 -1.145454 -1.754894 -0.085 -0.035 -0.084 0.20
H 0.946423 -0.445590 1.756647 -0.091 0.020 0.068 0.23
H 0.304395 -1.860666 -0.869150 0.092 -0.013 -0.160 0.20
```
Positions in Å, forces in eV/Å.

## Properties
- orbital gap (eV) = 8.73
- E_LUMO (eV) = 0.22
- SMILES string = O=C(/C=C/c1ccccc1)NCCOc1ccccc1



The following is a DFT calculation (ωB97M-V/def2-TZVPD) of a molecular structure, C15H10AuBCl5N6.

```
38
Properties=species:S:1:pos:R:3:forces:R:3:nbo_charge:R:1
Au 6.603678 7.257285 11.204416 -0.021 0.581 0.370 0.50
C 5.466337 4.626456 8.117202 0.836 -0.300 -0.079 -0.36
C 5.462608 5.214702 9.356051 0.671 1.457 1.024 -0.03
N 6.514964 6.103904 9.472694 -2.278 -1.775 0.615 -0.36
N 7.211527 5.996187 8.345002 -1.437 -0.606 0.294 -0.29
C 6.637310 5.106076 7.544181 -0.533 -0.153 -1.622 0.01
B 8.182961 7.009702 7.870180 1.821 0.741 1.322 0.56
N 7.566644 8.124095 7.091260 -1.016 1.083 -0.905 -0.34
C 8.209653 9.125870 6.466220 1.229 -0.841 0.579 -0.01
C 7.435657 9.760755 5.552506 -0.782 -0.496 -0.616 -0.38
C 6.209352 9.021511 5.695399 -0.658 0.145 0.947 -0.09
N 6.299849 8.061062 6.654337 -0.244 1.254 -1.495 -0.28
N 8.937200 7.552532 9.129902 0.591 -0.512 -0.904 -0.35
C 9.865970 6.808605 9.807544 -1.170 1.251 0.029 -0.05
C 10.230068 7.541285 10.908024 1.197 -0.489 0.097 -0.37
C 9.547065 8.785650 10.735353 0.943 -1.380 0.665 -0.07
N 8.765075 8.776758 9.687671 -0.058 -0.839 -0.679 -0.26
H 4.755032 3.922028 7.732242 0.037 -0.112 -0.128 0.22
H 4.755369 5.063619 10.173177 0.411 0.274 -0.257 0.22
H 6.994142 4.990843 6.513496 -0.006 -0.016 0.705 0.22
H 8.930082 6.379483 7.218819 0.827 -0.260 -0.671 -0.07
H 9.240901 9.214340 6.674865 0.923 0.388 0.157 0.20
H 7.840396 10.481815 4.807856 -0.916 -0.531 0.835 0.22
H 5.199162 9.271487 5.336309 0.735 -0.325 -0.142 0.19
H 10.203027 5.846502 9.473557 -0.195 -0.203 -0.119 0.21
H 10.992057 7.104751 11.600661 -0.918 1.168 -0.340 0.22
H 9.638361 9.646898 11.327377 -0.074 0.963 0.734 0.19
Cl 8.168434 6.557936 14.111540 -0.836 1.685 0.016 -0.06
C 7.198180 8.131442 14.086258 0.002 -2.537 -1.538 0.10
C 6.500855 8.403992 12.921879 0.321 -0.127 -0.510 -0.38
C 5.755192 9.564154 13.026081 -1.607 1.254 -0.606 -0.05
Cl 4.754759 10.053302 11.634052 0.467 -0.231 0.332 -0.02
C 5.582153 10.389524 14.156530 1.339 -1.214 1.474 -0.11
Cl 4.637028 11.795051 14.225732 -0.435 0.500 -0.321 0.05
C 6.249388 10.001247 15.358108 -0.318 -0.469 -2.224 -0.10
Cl 6.238882 10.896276 16.821376 -0.220 0.029 -0.215 0.05
C 6.996860 8.830831 15.222743 1.371 0.595 2.553 -0.15
Cl 7.945621 8.323626 16.585577 0.000 0.047 0.626 0.00
```
Positions in Å, forces in eV/Å.

## Properties
- orbital gap (eV) = 8.25
- charge = -1
- E_LUMO (eV) = 2.50



The following is a DFT calculation (ωB97M-V/def2-TZVPD) of a single C4H2O3 molecule.

```
9
Properties=species:S:1:pos:R:3:forces:R:3:nbo_charge:R:1
C 0.494731 0.212025 0.323236 -1.495 0.735 0.399 0.29
C -0.761361 0.694534 -0.088194 3.482 -1.773 0.064 -0.34
C -1.008322 -0.558839 -0.915606 -2.481 -0.738 -2.845 0.46
C 0.374868 -1.208346 -0.233422 -0.859 -0.276 1.022 0.46
H 1.464038 1.638373 1.393938 -0.585 -2.126 -0.892 0.51
H -1.063338 1.715510 0.139316 -0.791 -0.516 -0.429 0.24
O 1.457345 0.658970 1.119028 0.405 1.440 0.231 -0.64
O -1.844026 -0.884997 -1.792339 3.288 1.104 3.587 -0.52
O 0.886066 -2.267230 0.054043 -0.965 2.150 -1.138 -0.47
```
Positions in Å, forces in eV/Å.

## Properties
- orbital gap (eV) = 9.25
- E_LUMO (eV) = -0.32
- SMILES string = O=c1cc(O)c1=O